This record from the OMol25 dataset describes a molecular structure, C13H22CoN5O3S2. The level of theory is ωB97M-V/def2-TZVPD.

Computed properties:
total charge = +2
Kohn-Sham gap (spin up / spin down) = 9.23 / 6.29 eV
2S+1 = 5
<S²> = 6.009

Atoms and positions in Å:
Co1 0.118 0.354 -0.391
N1 -1.088 3.703 1.811
C1 -0.970 2.700 0.961
O1 -0.015 1.894 1.027
C2 -2.029 2.497 -0.094
C3 -1.532 1.580 -1.180
H1 -0.410 3.822 2.548
H2 -1.846 4.363 1.746
H3 -2.341 3.462 -0.506
H4 -2.907 2.076 0.404
H5 -0.931 2.054 -1.956
H6 -2.235 0.845 -1.557
N2 2.873 1.309 1.309
C4 2.988 1.153 -0.015
N3 4.185 1.315 -0.586
O2 2.003 0.838 -0.744
H7 3.654 1.596 1.874
H8 1.949 1.391 1.702
H9 4.996 1.612 -0.072
H10 4.262 1.203 -1.581
C5 1.375 -1.539 -4.259
S1 0.310 -0.272 -3.590
C6 -1.204 -0.713 -4.427
O3 0.081 -0.723 -2.134
H11 0.960 -2.516 -4.017
H12 2.364 -1.411 -3.825
H13 1.437 -1.399 -5.337
H14 -1.058 -0.556 -5.495
H15 -1.988 -0.049 -4.072
H16 -1.448 -1.752 -4.212
N4 1.702 -2.423 -0.196
C7 0.815 -2.250 0.795
N5 -0.007 -1.214 0.862
C8 -0.823 -1.308 2.004
C9 -1.853 -0.444 2.358
C10 -2.558 -0.686 3.523
C11 -2.252 -1.777 4.336
C12 -1.243 -2.657 3.986
C13 -0.545 -2.408 2.813
S2 0.727 -3.371 2.106
H17 1.537 -1.942 -1.069
H18 2.259 -3.260 -0.218
H19 -2.117 0.389 1.723
H20 -3.366 -0.025 3.803
H21 -2.816 -1.947 5.242
H22 -1.012 -3.513 4.602